Record 1
Entry from the Open Molecules 2025 dataset: a molecular structure, C57H47GeN2O2SSrTe (the ωB97M-V functional and the def2-TZVPD basis).

```
112
Properties=species:S:1:pos:R:3:forces:R:3:mulliken_spin:R:1
Sr -0.331313 0.626768 0.493744 -0.1 0.0 0.6 0.05
C -7.890562 -0.260099 -0.501808 0.0 0.0 0.0 0.00
C -6.459785 -0.051720 -0.082644 0.0 0.0 0.0 0.00
C -6.154912 0.573726 1.137624 -0.1 0.0 0.1 0.00
C -4.864421 0.797929 1.535172 0.2 0.0 0.0 0.00
C -4.600412 1.317556 2.924280 -0.4 0.0 0.0 0.00
O -4.918572 0.629995 3.875826 0.2 0.0 -0.1 0.00
C -4.076525 2.696414 3.117860 0.1 -0.1 0.0 0.00
C -3.667256 3.092342 4.388332 0.0 0.0 0.0 0.00
C -3.209501 4.382380 4.593393 0.0 -0.1 0.0 0.00
C -3.169211 5.281441 3.535669 0.0 0.0 0.0 0.00
C -3.582697 4.889841 2.270004 0.0 0.0 0.0 0.01
C -4.030454 3.595135 2.060412 0.0 0.0 0.0 0.00
C -3.747472 0.419219 0.724351 -0.2 -0.3 0.0 0.02
O -2.567830 0.670158 1.135335 0.1 0.3 0.1 -0.03
C -4.052012 -0.333155 -0.456051 0.0 -0.1 -0.2 0.00
C -5.404688 -0.518037 -0.826430 0.0 0.0 0.0 0.00
C -3.018479 -1.041995 -1.203450 0.0 0.1 0.3 -0.01
N -1.761892 -0.914571 -0.928289 -0.1 -0.1 -0.4 0.03
C -0.770127 -1.682151 -1.659916 0.2 -0.2 0.1 0.01
C -0.328270 -1.013183 -2.956605 0.1 0.0 0.0 0.01
Te 0.782351 0.828091 -2.745119 -0.3 0.0 -0.1 -0.01
C -0.795651 2.121453 -2.124155 0.4 -0.2 0.0 -0.02
C -2.095930 1.970311 -2.579802 -0.1 0.1 -0.1 0.02
C -3.091817 2.813689 -2.109039 0.0 -0.1 -0.1 -0.01
C -2.790492 3.801822 -1.184162 0.1 0.1 0.1 0.02
C -1.494831 3.938901 -0.707510 0.0 0.1 -0.1 0.00
C -0.488815 3.108343 -1.187226 -0.1 0.0 -0.1 0.02
C -3.471225 -1.993461 -2.276655 0.0 0.0 0.0 0.01
C -3.770872 -1.539439 -3.556786 0.0 0.0 0.0 0.00
C -4.170386 -2.429168 -4.544094 0.0 0.0 0.0 0.00
C -4.277985 -3.782224 -4.257176 0.0 0.0 0.0 0.00
C -3.990689 -4.239122 -2.978585 0.0 0.0 0.0 0.00
C -3.590132 -3.349089 -1.992454 0.0 0.0 0.0 0.00
H -8.434126 0.685546 -0.554384 0.0 0.0 0.0 0.00
H -8.423798 -0.900925 0.203923 0.0 0.0 0.0 0.00
H -7.944288 -0.730096 -1.484069 0.0 0.0 0.0 0.00
H -6.966576 0.874210 1.794530 0.0 0.0 0.0 0.00
H -3.712612 2.376354 5.199708 0.0 0.0 0.0 0.00
H -2.872518 4.682926 5.576955 0.0 0.0 0.0 0.00
H -2.807320 6.289376 3.695839 0.0 0.0 0.0 0.00
H -3.555574 5.598581 1.450413 0.0 0.0 0.0 0.00
H -4.356552 3.269700 1.081742 0.0 0.0 0.0 0.00
H -5.626411 -1.075480 -1.727540 0.0 0.0 0.0 0.00
H -1.062704 -2.717160 -1.866995 -0.2 0.1 -0.1 0.00
H 0.093979 -1.784472 -0.987234 0.1 0.0 -0.2 -0.01
H -1.175876 -0.829746 -3.612406 0.0 0.0 0.0 0.00
H 0.374017 -1.651520 -3.495556 0.0 0.0 0.0 0.00
H -2.339295 1.201512 -3.300360 0.0 0.0 0.0 0.00
H -4.107400 2.683945 -2.461565 0.0 0.0 0.0 0.00
H -3.569580 4.458744 -0.821015 0.0 0.0 0.0 0.00
H -1.257630 4.670577 0.053321 0.0 0.0 0.0 0.00
H 0.521876 3.225513 -0.807228 0.0 0.0 0.0 -0.01
H -3.718245 -0.479189 -3.776731 0.0 0.0 0.0 0.00
H -4.405363 -2.063033 -5.535267 0.0 0.0 0.0 0.00
H -4.591950 -4.476833 -5.025249 0.0 0.0 0.0 0.00
H -4.082478 -5.292357 -2.746040 0.0 0.0 0.0 0.00
H -3.371292 -3.698315 -0.991982 0.0 0.0 0.1 0.00
C 2.911236 -0.937267 0.133596 0.0 0.0 -0.1 -0.01
C 3.217427 0.191901 1.077397 0.0 0.0 0.0 0.00
C 4.565609 0.368807 1.460508 0.0 0.0 0.0 -0.01
C 4.865947 1.321580 2.378096 0.0 0.0 0.0 0.01
C 3.836606 2.116164 2.929609 0.0 0.0 0.0 -0.01
C 4.121297 3.089167 3.910679 0.0 0.0 0.0 0.02
C 3.100889 3.832878 4.430156 0.0 0.0 0.0 -0.01
C 1.785091 3.630987 3.989142 0.0 0.0 0.0 0.00
C 1.449372 2.696812 3.024160 0.0 0.0 0.0 0.03
S -0.232046 2.525723 2.582766 0.1 0.1 0.0 0.09
C 2.511255 1.902983 2.474126 0.0 0.0 0.0 -0.02
N 2.234316 0.932689 1.538198 0.0 0.0 -0.1 -0.01
H 3.386068 -1.855679 0.483449 0.0 0.0 0.0 0.00
H 3.287751 -0.730914 -0.870261 0.0 0.0 0.0 0.00
H 1.842217 -1.130279 0.056627 0.0 0.0 0.0 0.01
H 5.327484 -0.272340 1.036321 0.0 0.0 0.0 0.00
H 5.885356 1.476020 2.712107 0.0 0.0 0.0 0.00
H 5.145339 3.221877 4.236879 0.0 0.0 0.0 0.00
H 3.297368 4.581059 5.187861 0.0 0.0 0.0 0.00
H 0.983917 4.225077 4.411449 0.0 0.0 0.0 0.00
C -2.530864 -4.259621 1.782038 0.0 0.0 0.0 0.05
C -3.285463 -3.175316 2.212188 0.0 0.0 0.0 -0.02
C -2.665032 -2.089053 2.809372 0.0 0.0 -0.1 0.06
C -1.279795 -2.060065 2.996111 0.0 0.0 0.1 0.06
C -0.535470 -3.157907 2.552873 0.0 0.0 0.0 0.05
C -1.152878 -4.246826 1.950595 0.0 0.0 0.0 -0.03
Ge -0.415480 -0.461933 3.750766 0.1 0.0 0.0 0.32
C -1.382072 0.268634 5.275371 -0.1 0.1 -0.1 0.06
C -2.465217 -0.372006 5.870820 0.0 0.0 0.0 -0.01
C -3.087363 0.175910 6.987198 0.0 0.0 0.0 -0.01
C -2.627205 1.368194 7.525949 0.0 0.0 0.0 0.01
C -1.550005 2.021126 6.936374 0.0 -0.1 0.1 -0.01
C -0.941332 1.479596 5.815723 0.0 0.0 0.0 0.07
C 1.381503 -0.924456 4.403950 0.0 0.0 0.1 0.03
C 2.334586 -1.512335 3.571878 0.0 0.0 0.0 0.11
C 3.616039 -1.796848 4.020112 0.0 0.0 0.0 -0.03
C 3.979448 -1.484278 5.321965 0.0 0.0 0.0 0.03
C 3.047970 -0.899530 6.167614 0.0 0.0 0.0 -0.02
C 1.764409 -0.625325 5.714264 0.0 0.0 -0.1 0.00
H -3.015532 -5.120183 1.336164 0.0 0.0 0.0 0.00
H -4.362214 -3.171534 2.088981 0.0 0.0 0.0 0.00
H -3.274034 -1.260200 3.141024 -0.1 0.1 0.0 0.01
H 0.535564 -3.188843 2.714267 0.0 0.0 0.0 0.01
H -0.558471 -5.097262 1.636893 0.0 0.0 0.0 0.00
H -2.842732 -1.302022 5.462960 0.0 0.0 0.0 0.00
H -3.938931 -0.327537 7.427349 0.0 0.0 0.0 0.00
H -3.112396 1.794167 8.395357 0.0 0.0 0.0 0.00
H -1.189356 2.956374 7.346853 0.0 0.0 0.0 0.00
H -0.124622 2.015263 5.342413 0.0 -0.1 0.0 0.01
H 2.075833 -1.754959 2.546992 0.0 0.0 0.0 0.03
H 4.335029 -2.256771 3.351646 0.0 0.0 0.0 0.00
H 4.980304 -1.697406 5.675811 0.0 0.0 0.0 0.00
H 3.319146 -0.658385 7.188085 0.0 0.0 0.0 0.00
H 1.051351 -0.177091 6.393817 0.0 0.0 0.0 0.00
```
Forces are in eV/Å.

- F_max (hartree/bohr) = 0.0120
- LUMO (spin up / spin down) (eV) = 0.037 / -0.412
- multiplicity = 2
- charge = 0
- ΔE to the lowest compared entry with this formula, charge and spin (kJ/mol) = 0.0
- Kohn-Sham gap (spin up / spin down) (eV) = 5.8031 / 6.5776
- DFT total energy (hartree) = -5234.2075

***

Record 2
Entry from the Open Molecules 2025 dataset: a molecular structure, C45H37N4P2Zn (the ωB97M-V functional and the def2-TZVPD basis).

```
89
Properties=species:S:1:pos:R:3:forces:R:3:mulliken_charge:R:1
Zn 0.297492 -0.133863 0.359705 0.2 -0.3 0.3 0.88
C -1.879916 -0.127809 2.695642 0.1 0.2 0.0 -1.72
P -0.102482 -0.545037 2.934550 -0.2 -0.2 -0.1 0.37
C -0.122825 -2.176776 3.754847 0.0 0.0 0.0 0.14
C -0.172374 -2.340337 5.138208 0.0 0.0 0.0 -0.59
C -0.234988 -3.610829 5.694765 0.0 0.0 0.0 -0.74
C -0.254149 -4.733176 4.878359 0.0 0.0 0.0 -0.56
C -0.204944 -4.583872 3.499042 0.0 0.1 0.0 -0.68
C -0.130092 -3.313273 2.944223 0.0 0.0 0.0 0.20
C 0.506980 0.611578 4.199635 0.0 0.0 0.0 0.16
C -0.332617 1.295503 5.077539 0.0 0.0 -0.1 -0.06
C 0.197015 2.142849 6.039711 0.1 0.0 0.0 -0.75
C 1.571160 2.316542 6.138893 0.0 0.0 0.0 -0.57
C 2.418423 1.637434 5.274760 0.0 0.0 0.0 -0.79
C 1.885892 0.794687 4.308932 0.0 -0.1 0.0 -0.40
C -1.973337 1.068778 1.791140 0.1 -0.1 -0.1 0.24
C -2.789592 2.175409 1.832284 -0.1 0.1 -0.1 -0.98
C -2.506291 2.933661 0.659642 -0.1 -0.1 0.0 -1.36
C -1.526712 2.251278 -0.028655 0.0 -0.1 0.1 -0.24
C -0.882473 2.536086 -1.358601 0.0 -0.1 0.1 -1.51
P 0.927023 2.165698 -1.246008 0.0 0.1 -0.2 0.93
C 1.731375 3.701302 -1.823530 0.0 0.0 0.0 0.36
C 2.047945 4.645814 -0.847134 0.0 0.0 0.0 -0.52
C 2.596268 5.871267 -1.200954 0.0 0.0 0.0 -0.72
C 2.847028 6.157156 -2.535028 0.0 0.0 0.0 -0.47
C 2.544727 5.218183 -3.513547 0.0 0.0 0.0 -0.69
C 1.987616 3.995781 -3.162156 0.0 0.0 0.0 -0.30
C 1.321777 0.929410 -2.545322 0.0 -0.1 0.1 0.48
C 0.377601 0.062778 -3.094957 0.0 0.0 0.0 -0.07
C 0.770241 -1.019485 -3.880074 0.0 0.1 0.0 -0.71
C 2.113323 -1.255462 -4.124545 0.0 0.0 0.0 -0.59
C 3.067910 -0.400776 -3.579739 0.0 0.0 0.0 -0.85
C 2.676688 0.670952 -2.794096 0.0 0.0 0.0 -0.79
N -1.185362 1.117720 0.664480 0.1 0.3 0.0 3.18
H -2.406737 0.030654 3.633933 0.0 0.0 0.1 0.64
H -2.326669 -1.013463 2.231638 0.0 -0.1 0.0 0.50
H -0.154908 -1.473844 5.788620 0.0 0.0 0.0 0.41
H -0.270426 -3.724208 6.771333 0.0 0.0 0.0 0.41
H -0.302631 -5.721971 5.317376 0.0 0.0 0.0 0.39
H -0.214980 -5.456505 2.857498 0.0 0.0 0.0 0.44
H -0.077065 -3.199583 1.866413 0.0 0.0 0.0 0.16
H -1.406551 1.184288 5.013117 0.0 0.0 0.0 0.26
H -0.466247 2.671879 6.712404 0.0 0.0 0.0 0.44
H 1.979287 2.982501 6.887761 0.0 0.0 0.0 0.40
H 3.491289 1.764995 5.352489 0.0 0.0 0.0 0.43
H 2.550234 0.252236 3.644044 0.0 0.0 0.0 0.46
H -3.517705 2.410233 2.596293 0.1 0.0 0.0 0.55
H -2.979565 3.856558 0.354432 0.1 -0.1 0.0 0.55
H -1.020377 3.573481 -1.654652 0.0 0.1 0.0 0.49
H -1.325803 1.923958 -2.145113 -0.1 0.0 -0.1 0.52
H 1.855170 4.423133 0.197521 0.0 0.0 0.0 0.32
H 2.830458 6.599925 -0.435303 0.0 0.0 0.0 0.41
H 3.279227 7.110107 -2.813131 0.0 0.0 0.0 0.40
H 2.735671 5.441262 -4.555890 0.0 0.0 0.0 0.41
H 1.748333 3.274825 -3.935134 0.0 0.0 0.0 0.42
H -0.677034 0.203048 -2.899080 0.0 0.0 0.0 0.06
H 0.017208 -1.672811 -4.305910 0.0 0.0 0.0 0.44
H 2.417958 -2.090919 -4.743702 0.0 0.0 0.0 0.45
H 4.120229 -0.569265 -3.773107 0.0 0.0 0.0 0.43
H 3.433209 1.322361 -2.366098 0.0 0.0 0.0 0.51
C 4.557308 0.955648 1.101514 0.1 0.0 0.0 -1.18
C 5.247302 -0.164084 0.664424 0.0 0.0 0.0 -0.98
C 4.540017 -1.239493 0.154767 0.1 0.0 0.0 -0.67
C 3.156052 -1.166843 0.100947 -0.2 -0.1 -0.1 0.46
N 2.498756 -0.091864 0.530135 -0.2 0.2 0.0 1.26
C 3.179150 0.948643 1.010309 -0.1 0.0 0.0 -0.86
C 2.303949 -2.254712 -0.467378 -0.1 0.2 0.1 -0.21
C 2.844598 -3.410151 -1.005609 0.1 -0.1 0.0 -0.63
C 1.995224 -4.351417 -1.553541 0.0 -0.1 -0.1 -1.54
C 0.632362 -4.121137 -1.542768 0.0 -0.1 0.0 -0.90
C 0.154466 -2.953946 -0.969756 0.0 0.1 0.0 0.38
N 0.983308 -2.038756 -0.447827 0.0 0.0 -0.1 1.65
C -1.301759 -2.637154 -0.945042 0.2 0.0 0.0 0.55
C -2.283219 -3.607737 -1.074938 0.0 -0.1 0.0 -1.15
C -3.608544 -3.203086 -1.070560 0.0 0.0 0.0 -0.78
C -3.903774 -1.856883 -0.930220 0.0 0.0 0.0 -1.07
C -2.857530 -0.960743 -0.769375 0.1 0.0 0.0 -0.23
N -1.582361 -1.349186 -0.781259 -0.1 0.1 0.1 0.42
H 5.071017 1.820652 1.499830 0.0 0.0 0.0 0.59
H 6.327927 -0.199011 0.711641 0.0 0.0 0.0 0.45
H 5.067746 -2.110914 -0.203546 0.0 0.0 0.0 0.48
H 2.587411 1.805696 1.310369 0.0 0.0 0.0 0.68
H 3.911582 -3.572012 -1.017036 0.0 0.0 0.0 0.49
H 2.396183 -5.250401 -2.003630 0.0 0.0 0.0 0.46
H -0.052271 -4.823217 -1.996834 0.0 0.0 0.0 0.54
H -2.026808 -4.655008 -1.156864 0.0 0.0 0.0 0.44
H -4.401150 -3.934011 -1.167223 0.0 0.0 0.0 0.46
H -4.925526 -1.502301 -0.921903 0.0 0.0 0.0 0.51
H -3.037715 0.096881 -0.604389 0.0 0.0 0.0 0.21
```
Forces are in eV/Å.

- F_max (hartree/bohr) = 0.0092
- LUMO (eV) = -3.195
- charge = +1
- Kohn-Sham gap (eV) = 6.1672
- DFT total energy (hartree) = -4417.9840